Here is a molecular structure, C26H41N2SW at a distorted geometry from the Open Molecules 2025 dataset. Energies are from wB97M-V/def2-TZVPD.

Calculated values
* gap between HOMO and LUMO (spin up / spin down): 6.7 / 5.7 eV
* relative energy (zero: lowest compared OMol25 entry of this formula, charge and spin): 0.000 eV
* 2S+1: 3
* E_LUMO (spin up / spin down): -2.56 / -3.62 eV
* expectation value of S²: 2.081
* total charge: +1

Atoms and positions in Å:
C -1.94730 1.38894 0.40526
C -1.82243 0.73583 1.69106
C -2.44232 -0.56444 1.58695
C -2.81543 -0.77409 0.21876
C -2.52014 0.43335 -0.51968
W -0.49946 -0.31025 0.22040
C 1.37970 -2.50507 -1.15140
C 1.29878 -1.04636 -1.38950
H 2.27806 -0.47728 -1.35380
C 0.07238 -0.61098 -1.96207
H -0.68473 -1.31134 -2.34280
H 0.01026 0.38547 -2.44288
C 2.74004 -3.07594 -1.83917
H 3.65301 -2.52603 -1.51569
H 2.83634 -4.17718 -1.69287
H 2.79111 -2.94722 -2.92932
C 0.31427 -3.55505 -1.69251
H -0.64967 -3.26566 -1.26010
H 0.20676 -3.58209 -2.77372
H 0.64557 -4.52272 -1.22268
C -1.32321 1.31580 2.96450
H -0.77957 2.24649 2.78854
H -2.16311 1.51531 3.64198
H -0.62270 0.63687 3.46097
C -2.72509 -1.37853 2.80856
H -1.79730 -1.65309 3.30362
H -3.32778 -0.79517 3.51684
H -3.24921 -2.30136 2.57021
C -3.41497 -1.99398 -0.39667
H -2.94647 -2.91119 -0.02443
H -4.47864 -2.02863 -0.16688
H -3.31476 -1.98126 -1.48694
C -2.88294 0.71329 -1.93408
H -2.83013 -0.18838 -2.54720
H -3.91371 1.08994 -1.99163
H -2.22205 1.45622 -2.39037
C -1.75921 2.84335 0.14866
H -1.53392 3.03927 -0.90025
H -2.66054 3.39044 0.46126
H -0.92473 3.23121 0.74124
C -0.06505 -2.36582 0.86137
C 1.25295 -2.85073 0.26493
C -0.71331 -3.32172 1.71642
C 2.01351 -3.82871 0.76536
H 0.43839 -1.41922 1.19347
C 0.02433 -4.45066 2.15582
H -1.79386 -3.50995 1.77903
C 1.36460 -4.60243 1.70685
H 3.00638 -4.04846 0.51247
H -0.45735 -5.25008 2.67464
H 1.93466 -5.41003 2.11965
C 1.73922 3.59124 2.20816
N 1.74179 3.65697 0.72227
C 2.26908 4.91540 0.15763
C 1.56447 2.57222 -0.04976
S 1.32622 0.98574 0.76919
N 1.69447 2.68302 -1.40362
C 0.92046 3.67350 -2.15380
C 2.60662 1.86115 -2.18913
H 2.74131 3.87257 2.54789
H 1.48174 2.57769 2.54648
H 1.03068 4.33758 2.58598
H 2.92802 4.69184 -0.67834
H 1.44094 5.55572 -0.14291
H 2.79381 5.40200 0.97497
H 1.61169 4.40339 -2.60726
H 0.40431 3.14715 -2.97349
H 0.17538 4.18505 -1.50286
H 3.22733 1.24311 -1.52464
H 2.04614 1.23790 -2.89556
H 3.27631 2.52612 -2.74337

=====

Here is 2 unconnected molecules or ions with the total composition C26H42BF16NO8S at a distorted geometry from the Open Molecules 2025 dataset. Energies are from wB97M-V/def2-TZVPD.

Calculated values
* gap between HOMO and LUMO: 4.7 eV
* E_LUMO: -0.67 eV

Atoms and positions in Å:
C -0.37361 -0.74000 4.96888
C -0.65092 0.71052 4.51889
C 0.65667 1.41051 4.25289
O 1.53028 1.51972 5.09337
O 0.83790 1.91973 2.97276
C 1.16812 0.87885 2.03610
C 0.43415 1.26053 0.75387
C 0.30162 0.07123 -0.22011
C 1.70868 -0.30360 -0.71583
C 2.13773 -1.74270 -0.52233
C 2.08670 -2.20881 0.92646
O 3.05276 -1.50985 1.62097
C 2.39955 -3.72387 0.91749
F 3.42833 -3.99758 0.08765
F 2.75660 -4.15686 2.13805
F 1.33064 -4.43470 0.49471
O 1.96130 -0.04807 -2.08816
C 1.45982 1.18605 -2.54798
B 2.47024 2.37716 -2.12018
O 3.79726 2.09232 -2.02294
O 1.98269 3.63237 -1.95478
C 2.87021 4.55535 -1.27793
C -0.01535 1.46244 -2.19392
C -0.75879 1.85280 -3.44298
O -0.61577 0.87606 -4.48503
C -0.89305 1.33641 -5.72969
F -2.01946 2.07119 -5.76166
F 0.11318 2.08686 -6.21307
F -1.05658 0.27381 -6.53435
N -0.65885 0.37373 -1.34670
C -1.92969 0.94306 -0.80469
C -2.61937 0.06000 0.22934
C -4.13206 0.40200 0.34402
C -4.98036 -0.83042 0.11694
C -6.48262 -0.57965 0.19308
F -7.17889 -1.37490 -0.63347
F -6.69628 0.69784 -0.25510
C -7.07035 -0.58161 1.62947
F -6.24129 0.03696 2.48776
F -8.21063 0.13695 1.60866
S -7.53254 -2.28889 2.31903
F -8.50053 -1.60405 3.36162
F -6.37380 -2.21121 3.40148
F -6.52532 -3.00130 1.32796
F -8.70584 -2.39821 1.29022
F -7.92082 -3.69685 2.88528
C -0.88480 -0.87174 -2.17445
C -2.22599 -1.01034 -2.85218
F -0.67951 -1.98872 -1.42916
H 0.65915 -0.99211 4.75917
H -0.53193 -0.88914 6.02696
H -0.97711 -1.45538 4.42265
H -1.21893 1.26587 5.25090
H -1.23439 0.68277 3.60282
H 0.77798 -0.05962 2.42114
H 2.24212 0.86311 1.91459
H -0.53140 1.57463 1.13404
H 0.88483 2.13960 0.29849
H -0.09437 -0.70502 0.41453
H 2.46463 0.25423 -0.16303
H 1.69413 -2.42999 -1.23313
H 3.19442 -1.70146 -0.77589
H 1.12035 -2.13970 1.42113
H 3.84217 -1.48347 1.05800
H 1.56014 1.14417 -3.62879
H 4.04972 1.40601 -1.39166
H 2.29854 5.42265 -0.98278
H 3.27486 4.11878 -0.37567
H 3.65994 4.82879 -1.95940
H -0.02612 2.35751 -1.58641
H -0.28609 2.77467 -3.77720
H -1.80888 2.09670 -3.31888
H -2.63920 1.17236 -1.58650
H -1.73662 1.89732 -0.33728
H -2.53179 -0.99072 -0.03043
H -2.16699 0.16336 1.20768
H -4.34282 1.20662 -0.35187
H -4.27306 0.81577 1.33186
H -4.77828 -1.30064 -0.83779
H -4.70209 -1.55702 0.87524
H -0.13214 -0.87750 -2.95056
H -2.98537 -1.28304 -2.13099
H -2.16728 -1.82289 -3.56205
H -2.56111 -0.12678 -3.37597
C 7.67594 -1.16617 -0.74124
C 7.12149 -0.03696 0.15068
C 7.85208 -0.10088 1.50587
O 5.78097 -0.20100 0.33790
H 7.48650 -2.14343 -0.29067
H 7.20428 -1.14239 -1.72663
H 8.76228 -1.07058 -0.89144
H 7.45031 0.91667 -0.32805
H 7.66589 -1.05624 2.00185
H 7.51123 0.70145 2.16348
H 8.94068 0.00850 1.38513

=====

Here is a molecular structure, C26H42BrCoN3P2S at a distorted geometry from the Open Molecules 2025 dataset. Energies are from wB97M-V/def2-TZVPD.

Calculated values
* gap between HOMO and LUMO (spin up / spin down): 7.0 / 7.4 eV
* 2S+1: 4
* E_LUMO (spin up / spin down): -6.65 / -6.85 eV
* expectation value of S²: 3.766
* total charge: +2

Atoms and positions in Å:
C 1.88498 3.78339 -0.73111
C 1.08594 2.87310 -1.46227
C 1.03568 2.95648 -2.87977
C 1.89892 3.87427 -3.49220
N 2.67282 4.65525 -2.75146
C 2.67637 4.69086 -1.43068
C 0.24881 2.14392 -0.60456
C -0.26837 2.09921 0.59260
C -1.66772 2.31317 0.92239
C -2.28182 1.20261 1.50570
C -3.66096 1.02268 1.51046
C -4.36445 1.95068 0.74974
C -3.85484 3.19924 0.37298
C -2.46103 3.35573 0.39235
Co -0.61348 -0.30737 0.21283
P 1.79389 -0.54408 -0.48905
H 0.29802 2.40666 -3.46398
H 1.81256 3.81280 0.35497
H 1.97081 3.92643 -4.58289
H 3.32331 5.37654 -0.88233
H -1.95668 4.17562 -0.14010
H -1.68779 0.30773 1.76040
H -4.51647 3.98573 -0.00697
H -4.17484 0.17130 1.93988
C 2.52642 -2.23006 -0.22783
C 3.76123 -2.65387 -1.02725
H 1.71049 -2.94390 -0.39389
H 2.74112 -2.27296 0.84769
H 4.01848 -3.68656 -0.75464
H 3.60529 -2.62941 -2.11236
H 4.64134 -2.04049 -0.80279
C 2.15697 -0.25687 -2.27634
C 3.52842 0.30244 -2.63557
H 1.37380 0.41188 -2.65166
H 2.00008 -1.22098 -2.77956
H 3.60035 0.41636 -3.72575
H 3.71691 1.28852 -2.19048
H 4.33649 -0.37606 -2.33869
C 2.97357 0.51007 0.46732
C 4.45039 0.11401 0.51314
H 2.57433 0.52764 1.48962
H 2.85172 1.52920 0.08216
H 5.00549 0.85944 1.09751
H 4.60676 -0.85941 0.99115
H 4.91255 0.08487 -0.47949
Br -6.17487 1.35617 0.15499
P -1.72099 -1.54320 -1.64285
C -0.57164 -2.53513 -2.67210
C -1.13090 -3.82652 -3.27289
H 0.29736 -2.75694 -2.02364
H -0.18874 -1.86032 -3.45390
H -0.33291 -4.25904 -3.89185
H -1.39305 -4.55623 -2.48961
H -2.00210 -3.63867 -3.92084
C -2.71316 -2.69777 -0.64496
C -4.04571 -3.11400 -1.25441
H -2.84692 -2.21610 0.33925
H -2.05902 -3.56440 -0.46105
H -4.55352 -3.74153 -0.51143
H -4.68129 -2.24184 -1.47027
H -3.90924 -3.71482 -2.16696
C -2.67661 -0.29111 -2.57173
C -3.25732 -0.75918 -3.90936
H -1.98171 0.55932 -2.71945
H -3.45475 0.08558 -1.88173
H -3.84726 0.07481 -4.31379
H -2.45985 -0.99556 -4.63304
H -3.92868 -1.62619 -3.79192
N 0.08145 1.05119 3.38988
C -0.06942 -0.27619 3.47963
N -0.20606 -0.84897 4.68610
S -0.01082 -1.31980 2.08806
H -0.13031 1.63484 4.18949
H 0.19021 1.47522 2.45557
H -0.25858 -1.85652 4.78610
H -0.29294 -0.28829 5.52390

=====

Here is 3 unconnected molecules or ions with the total composition C26H42Cl2N2O9S2 at a distorted geometry from the Open Molecules 2025 dataset. Energies are from wB97M-V/def2-TZVPD.

Calculated values
* gap between HOMO and LUMO: 7.8 eV
* relative energy (zero: lowest compared OMol25 entry of this formula, charge and spin): 16.264 eV
* SMILES: [H]/N=C(/C)Cc1cc2c(c([C@H](Cl)[C@H](C)Cl)c1)C(=O)N(OC[C@H](C)C(C)C)C2=O.CCOS(C)(=O)=O.CCOS(C)(=O)=O
* E_LUMO: -1.48 eV

Atoms and positions in Å:
H -1.45690 -1.40561 4.71163
N -1.46613 -2.43660 4.87123
C -0.52027 -2.99832 4.01924
C -0.35150 -4.65533 4.17321
C 0.42428 -2.17104 2.96690
C -0.38003 -1.23487 1.88932
C -1.31192 0.07443 2.35308
C -2.00393 0.92410 1.13746
C -1.81620 0.54472 -0.44452
C -0.91758 -0.72934 -0.94304
C -0.76779 -1.05095 -2.54421
Cl -2.36464 -0.90386 -3.50786
C -0.17623 -2.56728 -2.86828
C 1.42016 -2.55360 -3.24130
Cl -1.08082 -3.21358 -4.38932
C -0.19907 -1.62585 0.27306
C -2.72003 1.66060 -1.22979
O -2.59240 2.25634 -2.42228
N -3.80824 1.92871 -0.16820
O -4.11042 0.62223 0.12010
C -5.56580 0.41994 0.17735
C -5.92755 -1.07309 0.83693
C -4.65145 -1.77335 1.59635
C -6.69747 -2.04747 -0.23890
C -7.67023 -3.11164 0.56503
C -5.70702 -2.84103 -1.27654
C -2.98319 2.23591 1.09979
O -3.04391 3.31264 1.89555
H 0.59047 -4.78513 4.89465
H -0.21510 -5.19871 3.14588
H -1.27072 -5.06985 4.81125
H 1.24817 -1.57322 3.57091
H 1.02756 -2.99122 2.34421
H -1.46283 0.40838 3.46420
H -0.03760 -0.23901 -3.02491
H -0.47566 -3.28139 -1.99055
H 2.04247 -2.87985 -2.29782
H 1.82266 -1.48729 -3.57142
H 1.58000 -3.26414 -4.16484
H 0.44737 -2.55657 -0.09136
H -6.06148 1.26849 0.81393
H -6.03037 0.40162 -0.90188
H -6.72504 -0.83137 1.68895
H -4.39423 -1.30922 2.65058
H -3.67291 -1.83457 0.93830
H -4.95598 -2.90839 1.80657
H -7.43317 -1.36243 -0.87757
H -8.54831 -3.38538 -0.19558
H -8.13227 -2.63824 1.53191
H -7.01867 -4.07626 0.82716
H -4.65758 -3.13061 -0.84126
H -5.52950 -2.18159 -2.24468
H -6.24169 -3.86006 -1.55883
C 4.74652 2.30040 -3.95153
C 4.41096 3.60905 -3.26150
O 3.00809 3.84894 -3.24777
S 2.08136 2.96964 -2.23675
C 0.57905 3.89353 -2.43344
O 2.56094 3.14310 -0.88520
O 1.87614 1.65808 -2.81651
H 4.35354 1.44573 -3.39187
H 5.82992 2.17098 -4.03718
H 4.30171 2.26394 -4.95059
H 4.81621 3.63891 -2.24644
H 4.87297 4.43359 -3.81820
H 0.72434 4.89988 -2.03591
H -0.20479 3.37835 -1.87452
H 0.31837 3.92445 -3.49280
C 7.77742 1.28102 3.12992
C 6.98996 0.90878 1.88788
O 6.00674 1.89005 1.57776
S 6.50044 3.31142 0.95318
C 4.90137 3.93958 0.50870
O 7.25399 3.06079 -0.25353
O 7.01958 4.13519 2.02570
H 8.37180 2.18532 2.96546
H 8.46600 0.47797 3.41066
H 7.10479 1.48508 3.96850
H 7.65078 0.74280 1.03275
H 6.45801 -0.03257 2.07259
H 4.47523 3.30909 -0.27410
H 5.03423 4.95856 0.13960
H 4.26497 3.94755 1.39532

=====

| no. | E_tot (eV) |
| --- | --- |
| 1 | -43257.3162 |
| 2 | -100501.9080 |
| 3 | -169179.8149 |
| 4 | -95746.9201 |